[1]
C37H80F8N9O19S8 | the ωB97M-V functional and the def2-TZVPD basis

For the orbital gap, the calculation gives 2.97 eV. The highest occupied orbital energy comes out at -9.823 eV. The strongest force on any atom is 13.99 eV/Å.

```
! RIJCOSX wB97M-V def2-TZVPD def2/J DEFGRID3
* xyz 1 1
C -0.853 4.545 2.080
C -0.495 3.611 3.220
O -1.160 3.370 4.206
N 0.705 2.777 2.871
H 0.513 2.095 2.152
H 1.424 3.396 2.525
C 1.378 2.071 4.017
H -1.927 4.719 2.009
H -0.486 4.022 1.197
H -0.311 5.483 2.196
H 2.212 1.575 3.521
H 0.710 1.533 4.691
H 1.898 2.746 4.697
C 3.053 -0.025 -4.023
C 3.382 1.514 -4.357
C 3.423 1.757 -5.916
C 2.016 1.563 -6.562
C 0.887 1.987 -5.662
C 1.116 2.979 -4.559
N 2.278 2.374 -3.701
O 2.562 3.231 -2.532
C -0.053 3.157 -3.703
C 1.664 4.412 -4.919
C 4.774 1.983 -3.818
H 2.149 -0.234 -4.596
H 2.967 0.061 -2.940
H 3.718 -0.879 -4.153
H 4.154 1.063 -6.329
H 3.830 2.757 -6.065
H 1.921 0.506 -6.810
H 1.929 2.131 -7.488
H 0.349 1.132 -5.254
H 0.222 2.536 -6.330
H -0.841 3.604 -4.309
H 0.041 3.725 -2.777
H -0.450 2.260 -3.228
H 1.139 5.217 -4.404
H 1.442 4.663 -5.956
H 2.698 4.678 -4.700
H 4.942 3.054 -3.923
H 5.585 1.560 -4.410
H 4.958 1.653 -2.795
C -4.130 -0.732 4.671
C -3.060 -1.706 4.015
C -1.715 -0.974 3.923
C -0.927 -0.820 5.210
C -0.747 -2.243 5.798
C -2.010 -3.112 5.998
N -2.928 -2.961 4.727
O -4.174 -3.680 4.868
C -2.830 -2.612 7.190
C -1.481 -4.673 6.072
C -3.491 -2.084 2.608
H -5.074 -1.158 5.009
H -4.467 0.141 4.113
H -3.721 -0.101 5.460
H -1.682 -0.090 3.286
H -1.076 -1.608 3.308
H -1.422 -0.270 6.010
H 0.039 -0.331 5.086
H -0.303 -1.997 6.762
H 0.050 -2.747 5.251
H -2.389 -3.006 8.106
H -3.892 -2.855 7.156
H -2.717 -1.549 7.404
H -0.926 -4.743 7.008
H -0.809 -4.940 5.257
H -2.281 -5.395 6.238
H -2.718 -2.455 1.935
H -3.768 -1.210 2.018
H -4.402 -2.673 2.499
C -5.160 -0.662 -1.538
C -5.107 0.758 -1.107
C -4.365 1.503 -2.237
N -4.400 3.053 -2.197
C -3.649 3.569 -0.961
C -3.724 3.657 -3.431
C -4.660 4.831 -3.962
C -5.727 4.914 -2.862
C -5.871 3.529 -2.224
H -4.887 -0.747 -2.590
H -6.130 -1.149 -1.638
H -4.411 -1.187 -0.945
H -4.722 0.985 -0.113
H -6.075 1.209 -0.891
H -4.881 1.359 -3.186
H -3.285 1.356 -2.209
H -2.609 3.246 -0.999
H -4.230 3.172 -0.129
H -3.785 4.647 -0.867
H -2.744 4.005 -3.105
H -3.683 2.938 -4.249
H -4.275 5.821 -4.205
H -5.260 4.498 -4.808
H -5.342 5.675 -2.183
H -6.679 5.403 -3.072
H -6.332 3.439 -1.241
H -6.405 2.849 -2.888
C -2.131 -4.424 -0.697
C -0.708 -4.067 -0.628
C 0.130 -4.931 -1.630
N 1.529 -4.330 -1.957
C 2.258 -4.074 -0.629
C 1.276 -3.011 -2.788
C 1.862 -3.477 -4.191
C 2.962 -4.469 -3.913
C 2.356 -5.252 -2.872
H -2.445 -5.359 -0.233
H -2.548 -4.455 -1.704
H -2.763 -3.761 -0.108
H -0.349 -4.217 0.390
H -0.624 -2.988 -0.760
H -0.440 -5.007 -2.557
H 0.311 -5.978 -1.389
H 1.886 -3.184 -0.123
H 3.304 -3.917 -0.893
H 2.037 -4.969 -0.048
H 1.956 -2.289 -2.335
H 0.212 -2.776 -2.791
H 2.090 -2.628 -4.836
H 1.024 -4.001 -4.651
H 3.789 -3.808 -3.654
H 3.393 -5.025 -4.745
H 2.939 -5.932 -2.251
H 1.635 -5.906 -3.364
N 2.438 4.634 2.155
S 2.674 5.968 2.736
O 1.462 6.782 3.105
O 3.974 6.578 2.642
F 2.965 5.324 4.204
S 2.258 5.234 0.589
O 3.462 5.481 -0.187
O 1.290 6.223 0.217
F 1.634 3.813 -0.003
N 2.514 -4.949 4.534
S 2.619 -3.833 3.554
O 3.307 -4.182 2.303
O 2.351 -2.413 4.022
F 1.170 -4.197 2.884
S 3.964 -4.444 5.308
O 3.670 -3.632 6.394
O 5.282 -4.282 4.607
F 4.213 -5.882 5.982
N 0.118 0.974 1.159
S -1.035 0.447 0.378
O -1.590 -0.841 0.709
O -1.170 1.077 -0.934
F -2.098 1.386 1.129
S 1.229 -0.180 0.458
O 0.976 -0.814 -0.861
O 1.832 -1.102 1.421
F 2.290 1.001 -0.012
N 6.578 -1.793 0.166
S 5.299 -1.030 0.026
O 5.188 0.202 0.766
O 4.104 -1.795 -0.401
F 5.803 -0.279 -1.383
S 5.931 -2.652 1.490
O 5.702 -4.027 1.164
O 5.192 -2.117 2.644
F 7.453 -2.900 2.083
*
```

Here are the Löwdin charges for atoms 1 to 8, given in e: 0.027 -0.348 0.141 0.052 0.030 0.047 0.040 0.096

---

[2]
C37H81FN5O2 | the ωB97M-V functional and the def2-TZVPD basis

For the orbital gap (spin up / spin down), the calculation gives 8.45 / 8.03 eV. The highest occupied orbital energy (spin up / spin down) comes out at -7.915 / -7.915 eV. The strongest force on any atom is 2.94 eV/Å.

```
! RIJCOSX wB97M-V def2-TZVPD def2/J DEFGRID3
* xyz 0 2
C 1.335 -2.672 0.545
C 0.240 -2.073 0.080
C -0.157 -2.211 -1.393
C 0.980 -1.630 -2.272
C 1.461 -0.356 -1.654
O 0.796 0.645 -1.446
F 2.768 -0.373 -1.302
C -0.375 -3.705 -1.634
C -1.126 -4.100 -2.909
C -0.170 -4.101 -4.116
C -1.580 -5.543 -2.745
N -2.253 -3.192 -3.251
O -3.266 -3.785 -3.752
C -2.631 -2.227 -2.195
C -3.577 -1.213 -2.860
C -3.434 -2.887 -1.042
C -1.461 -1.413 -1.673
H 1.496 -2.898 1.585
H 2.123 -2.953 -0.135
H -0.386 -1.493 0.739
H 0.602 -1.381 -3.254
H 1.817 -2.312 -2.368
H 0.607 -4.164 -1.699
H -0.862 -4.179 -0.791
H -0.768 -4.356 -4.984
H 0.643 -4.797 -3.971
H 0.178 -3.089 -4.276
H -2.013 -5.928 -3.655
H -2.241 -5.673 -1.895
H -0.688 -6.132 -2.550
H -3.653 -0.315 -2.261
H -4.537 -1.653 -3.081
H -3.140 -0.930 -3.815
H -3.737 -3.897 -1.268
H -4.258 -2.233 -0.795
H -2.783 -2.889 -0.171
H -1.255 -0.640 -2.404
H -1.771 -0.883 -0.782
C -8.530 -0.625 3.066
C -7.013 -0.547 2.981
N -6.532 -0.183 1.662
C -5.103 -0.375 1.500
C -4.153 0.480 2.348
C -7.070 1.050 1.114
C -6.868 2.345 1.912
H -8.929 -1.303 2.311
H -8.824 -0.998 4.048
H -9.000 0.351 2.937
H -6.612 -1.535 3.222
H -6.650 0.136 3.765
H -4.850 -0.235 0.444
H -4.886 -1.428 1.708
H -4.097 1.507 1.990
H -3.142 0.069 2.290
H -4.438 0.493 3.400
H -8.143 0.909 0.963
H -6.667 1.182 0.106
H -7.065 2.210 2.976
H -7.558 3.109 1.549
H -5.862 2.745 1.798
C 1.572 -9.870 -2.469
C 1.877 -8.387 -2.606
N 3.021 -7.960 -1.822
C 3.145 -6.518 -1.730
C 3.423 -5.731 -3.017
C 4.254 -8.689 -2.060
C 4.817 -8.708 -3.488
H 1.444 -10.147 -1.422
H 0.649 -10.105 -2.999
H 2.359 -10.493 -2.898
H 1.004 -7.831 -2.252
H 1.987 -8.146 -3.676
H 3.921 -6.282 -0.997
H 2.216 -6.137 -1.291
H 4.455 -5.836 -3.347
H 3.258 -4.665 -2.833
H 2.763 -6.026 -3.833
H 4.100 -9.723 -1.743
H 5.017 -8.305 -1.379
H 4.044 -8.890 -4.235
H 5.552 -9.511 -3.580
H 5.328 -7.780 -3.741
C 6.712 3.422 2.315
C 5.496 2.982 1.513
N 4.413 2.487 2.338
C 3.371 1.816 1.576
C 2.555 2.640 0.574
C 3.954 3.387 3.379
C 3.448 4.774 2.959
H 7.062 2.618 2.964
H 7.524 3.688 1.636
H 6.504 4.298 2.931
H 5.807 2.172 0.847
H 5.183 3.815 0.862
H 2.685 1.335 2.280
H 3.843 0.992 1.031
H 1.833 3.288 1.072
H 1.988 1.971 -0.070
H 3.187 3.254 -0.069
H 4.772 3.526 4.091
H 3.175 2.880 3.953
H 4.098 5.244 2.219
H 3.419 5.434 3.830
H 2.437 4.736 2.555
C -1.058 7.324 1.998
C -0.636 8.780 1.865
N 0.563 9.098 2.616
C 0.814 10.524 2.720
C 1.118 11.304 1.435
C 1.720 8.270 2.328
C 2.231 8.223 0.882
H -1.177 7.046 3.046
H -2.015 7.172 1.495
H -0.340 6.644 1.538
H -1.448 9.402 2.252
H -0.540 9.023 0.795
H 1.632 10.680 3.429
H -0.063 10.978 3.193
H 2.124 11.110 1.067
H 1.054 12.376 1.635
H 0.408 11.079 0.639
H 1.487 7.247 2.635
H 2.539 8.572 2.985
H 1.420 8.123 0.159
H 2.887 7.359 0.755
H 2.815 9.106 0.623
*
```

Here are the Löwdin charges for atoms 1 to 8, given in e: 0.046 -0.104 -0.380 -0.044 -0.415 0.132 0.103 -0.078

---

[3]
C37H85ClFN2O19P2 | the ωB97M-V functional and the def2-TZVPD basis

For the orbital gap, the calculation gives 6.77 eV. The highest occupied orbital energy comes out at -10.329 eV. The strongest force on any atom is 2.83 eV/Å.

```
! RIJCOSX wB97M-V def2-TZVPD def2/J DEFGRID3
* xyz 1 1
C -2.108 5.002 -2.019
C -0.770 5.229 -2.719
O -1.001 5.386 -4.109
C 0.189 4.047 -2.573
O 1.279 4.328 -1.667
C 1.366 3.637 -0.476
C 2.275 4.499 0.402
N 1.598 5.783 0.594
C 0.028 3.376 0.225
C -0.004 3.466 1.746
C 0.792 2.463 2.548
O 0.764 2.491 3.773
O -0.690 2.224 -0.188
C -0.037 1.052 -0.617
P -0.031 -0.262 0.754
C -1.445 0.219 1.814
O -0.628 -1.555 -0.046
C 1.306 1.228 -1.336
C 2.129 -0.042 -1.438
C 1.473 -1.116 -2.273
O 1.572 -2.295 -2.007
Cl 0.597 -0.570 -3.708
N 2.140 2.364 -0.861
F 2.867 1.915 0.268
P 3.449 2.740 -2.132
O 3.016 2.312 -3.455
H -2.866 5.488 -2.613
H -2.124 5.504 -1.060
H -2.374 3.960 -1.919
H -0.324 6.133 -2.319
H -0.693 6.246 -4.391
H -0.384 3.165 -2.315
H 0.613 3.874 -3.551
H 3.217 4.661 -0.111
H 2.524 4.027 1.338
H 1.886 6.402 -0.146
H 1.938 6.179 1.457
H -0.576 4.211 -0.101
H 0.239 4.449 2.116
H -1.042 3.313 2.017
H 1.393 1.672 2.070
H -0.673 0.628 -1.391
H -1.923 1.127 1.466
H -2.179 -0.571 1.774
H -1.073 0.350 2.816
H -0.182 -2.351 0.245
H 1.077 1.481 -2.366
H 2.393 -0.451 -0.477
H 3.057 0.162 -1.965
H 3.759 4.094 -2.023
H 4.515 1.997 -1.610
C 4.664 -5.250 -6.142
O 4.150 -3.962 -5.839
C 3.670 -3.843 -4.515
C 4.674 -3.146 -3.620
O 5.848 -3.915 -3.451
C 6.925 -3.500 -4.275
H 5.227 -5.167 -7.070
H 5.327 -5.615 -5.356
H 3.847 -5.963 -6.288
H 3.409 -4.823 -4.106
H 2.755 -3.241 -4.554
H 4.229 -3.014 -2.626
H 4.915 -2.154 -4.020
H 7.382 -2.586 -3.880
H 6.603 -3.328 -5.304
H 7.669 -4.294 -4.267
C -4.979 6.164 5.487
O -5.211 4.767 5.515
C -5.423 4.199 4.236
C -4.181 3.510 3.716
O -3.122 4.428 3.476
C -2.163 4.462 4.523
H -4.585 6.451 6.460
H -4.254 6.438 4.717
H -5.914 6.705 5.312
H -5.760 4.960 3.526
H -6.218 3.455 4.337
H -4.419 3.030 2.761
H -3.861 2.732 4.416
H -1.513 3.583 4.468
H -2.628 4.507 5.509
H -1.556 5.357 4.386
C -2.279 9.358 -3.186
O -2.429 8.251 -4.060
C -3.782 7.840 -4.218
C -4.389 8.366 -5.498
O -4.497 9.777 -5.488
C -3.474 10.433 -6.218
H -1.278 9.760 -3.331
H -3.008 10.141 -3.400
H -2.386 9.041 -2.142
H -4.380 8.156 -3.358
H -3.787 6.746 -4.252
H -5.401 7.962 -5.594
H -3.808 8.028 -6.362
H -3.659 10.355 -7.294
H -2.488 10.023 -5.991
H -3.492 11.484 -5.935
C 1.901 -6.102 2.060
O 1.114 -5.745 0.935
C 1.869 -5.168 -0.119
C 2.163 -6.167 -1.215
O 3.007 -7.206 -0.765
C 2.311 -8.406 -0.458
H 1.301 -6.760 2.687
H 2.811 -6.627 1.763
H 2.170 -5.211 2.639
H 2.799 -4.736 0.265
H 1.269 -4.355 -0.541
H 2.685 -5.649 -2.026
H 1.230 -6.574 -1.618
H 2.032 -8.932 -1.376
H 1.412 -8.216 0.131
H 2.985 -9.038 0.117
C -1.648 -7.257 0.530
O -1.771 -8.547 -0.049
C -2.275 -9.521 0.850
C -3.750 -9.780 0.637
O -4.537 -8.642 0.945
C -4.936 -7.907 -0.197
H -1.501 -6.545 -0.281
H -2.546 -6.979 1.088
H -0.781 -7.218 1.187
H -2.091 -9.219 1.885
H -1.726 -10.449 0.666
H -4.065 -10.584 1.309
H -3.932 -10.108 -0.390
H -5.750 -8.419 -0.721
H -4.104 -7.751 -0.888
H -5.295 -6.937 0.144
C 2.691 -2.866 8.030
O 2.627 -3.928 7.094
C 1.311 -4.401 6.863
C 0.734 -3.852 5.579
O 0.551 -2.445 5.635
C 1.582 -1.718 4.998
H 3.679 -2.416 7.948
H 1.935 -2.104 7.829
H 2.561 -3.246 9.049
H 0.660 -4.157 7.707
H 1.367 -5.491 6.784
H -0.250 -4.301 5.414
H 1.375 -4.121 4.733
H 1.461 -1.766 3.907
H 2.572 -2.091 5.269
H 1.500 -0.679 5.315
*
```

Here are the Löwdin charges for atoms 1 to 8, given in e: -0.010 -0.371 -0.020 -0.087 -0.075 -0.376 -0.170 0.071